Entry 1:
Formula: C29H30BrCl3N7OS3Sr
Source: the Open Molecules 2025 dataset
Level of theory: ωB97M-V/def2-TZVPD

Output
Net charge: -1
2S+1: 1
Calculated total energy, eV: -183994.59150
Relative energy (zero: lowest compared OMol25 entry of this formula, charge and spin), eV: 0.000
HOMO energy, Ha: -0.174

Last column: Mulliken charge in e.
Geometry (Å):
Sr -0.8984 -0.9802 -0.9300  1.4830
C -5.9656 -0.2392 0.0141  -1.8662
C -4.4758 -0.0167 0.0040  0.3807
N -3.8094 0.6973 -0.7971  0.6020
C -4.4362 1.4946 -1.8258  -0.8605
C -3.5264 1.7447 -3.0277  -0.7286
N -2.2103 2.2339 -2.6374  -0.1907
C -1.1585 1.8626 -3.5775  -0.3571
C 0.2143 2.0313 -2.9414  -0.8999
N 0.2702 1.1612 -1.7726  -0.1603
C 1.6131 0.8330 -1.2559  -0.7261
C 1.5752 -0.2362 -0.0997  -1.0631
N 0.3436 -0.0091 0.7911  -0.2724
C 0.0019 -0.8095 1.7234  0.5437
C 0.9899 -1.4098 2.6788  -1.5094
C -1.5535 -0.9491 1.9867  0.8107
C -2.0349 -1.4768 3.1741  -0.6978
C -3.4152 -1.6031 3.2986  -0.9013
C -4.2609 -1.1916 2.2806  -0.7882
C -3.7059 -0.6586 1.1126  0.3766
N -2.3867 -0.5809 1.0164  0.3564
H -6.4193 0.0340 -0.9327  0.4223
H -6.4350 0.3597 0.8004  0.3029
H -6.1892 -1.2900 0.2079  0.4390
H -4.6800 2.4562 -1.3590  0.3182
H -5.3648 1.0555 -2.1991  0.3658
H -4.0221 2.4937 -3.6545  0.3258
H -3.4581 0.8126 -3.6057  0.3056
H -2.0031 1.8479 -1.7189  0.1046
H -1.2380 2.4931 -4.4682  0.4132
H -1.2600 0.8168 -3.8969  0.2193
H 0.3641 3.0766 -2.6426  0.2428
H 0.9963 1.7617 -3.6542  0.4590
H -0.0851 1.7301 -0.9907  0.4694
H 2.0879 1.7203 -0.8233  0.1039
H 2.2389 0.4476 -2.0642  0.6851
H 2.5118 -0.2822 0.4487  0.5521
H 1.4673 -1.2705 -0.5158  0.3756
H 1.9033 -1.6736 2.1485  -0.1203
H 0.6188 -2.3097 3.1648  0.4437
H 1.2225 -0.6582 3.4380  0.3898
H -1.3720 -1.7604 3.9786  0.4849
H -3.8365 -2.0119 4.2084  0.4015
H -5.3338 -1.2631 2.4011  0.4525
Cl -1.0183 7.6391 3.2663  -0.2714
C -0.7322 6.1596 2.3922  0.4970
C -1.6860 5.1555 2.4078  -0.7888
C -1.4500 3.9885 1.7084  0.8509
Cl -2.6562 2.7357 1.7355  -0.2205
C -0.2673 3.7257 0.9495  -1.5304
O -0.0370 2.6535 0.3157  -0.2657
C 0.6563 4.8183 0.9952  0.6542
Cl 2.1419 4.6201 0.1125  -0.2685
C 0.4485 5.9953 1.6836  -0.8836
H -2.6075 5.2779 2.9603  0.4306
H 1.1976 6.7744 1.6669  0.4159
Br -2.7443 -1.8260 -3.1084  -0.7687
S 4.2401 -6.9539 -1.3443  -0.4056
C 3.2908 -5.6730 -0.9059  0.2585
S 1.5463 -5.8219 -0.8820  -0.1509
C 1.4069 -4.1814 -0.2743  0.3063
N 2.5426 -3.5964 -0.1195  -0.3907
N 3.6024 -4.4189 -0.4873  0.3064
C 4.8832 -3.8339 -0.3062  0.2108
C 6.0175 -4.2546 -0.9985  -0.5023
C 7.2307 -3.6233 -0.7696  -0.6735
C 7.3322 -2.5752 0.1322  -0.4370
C 6.1994 -2.1497 0.8071  -0.6008
C 4.9795 -2.7699 0.5926  0.0487
S -0.0931 -3.4781 0.0798  -0.3380
H 5.9491 -5.0604 -1.7090  0.2824
H 8.1054 -3.9596 -1.3119  0.3529
H 8.2846 -2.0885 0.3030  0.3737
H 6.2590 -1.3272 1.5086  0.3690
H 4.0938 -2.4359 1.1137  0.4506

Cartesian forces, eV/Å:
Sr -1.991 -0.153 -2.902
C 0.005 0.002 0.024
C -0.287 -0.090 -0.097
N 0.165 -0.107 -0.043
C -0.042 0.173 -0.146
C 0.025 -0.119 -0.049
N -0.065 -0.136 0.238
C 0.052 0.116 -0.006
C -0.114 0.031 -0.035
N 0.623 -0.732 0.555
C 0.210 0.015 0.720
C -0.919 0.596 0.488
N 0.782 -1.165 -1.072
C -0.486 1.085 0.590
C -0.218 -0.521 -0.011
C 1.111 0.090 0.355
C -0.377 0.041 0.030
C 0.165 -0.002 0.085
C -0.124 0.115 -0.285
C 0.404 0.002 0.832
N 0.987 0.065 -0.010
H -0.006 -0.001 -0.006
H 0.013 -0.024 -0.018
H 0.007 0.039 0.005
H 0.014 -0.007 0.024
H -0.035 0.036 -0.022
H -0.037 -0.017 -0.057
H 0.026 0.084 0.078
H -0.001 0.127 -0.100
H 0.012 0.026 -0.024
H -0.031 -0.058 -0.079
H 0.070 -0.017 -0.032
H -0.020 -0.058 -0.056
H -0.268 0.065 0.050
H -0.009 0.079 -0.202
H 0.047 -0.076 0.046
H 0.134 0.246 -0.017
H 0.131 0.451 0.382
H -0.016 0.014 0.003
H 0.012 -0.020 -0.009
H -0.018 -0.019 -0.003
H -0.024 -0.037 -0.027
H -0.003 0.014 0.002
H 0.042 -0.021 -0.003
Cl -0.032 0.168 0.105
C 0.055 -0.155 -0.108
C 0.070 -0.015 -0.043
C 0.144 -0.018 -0.075
Cl -0.095 -0.089 0.009
C 0.131 0.109 -0.054
O -0.236 0.605 0.558
C -0.132 -0.046 0.066
Cl 0.125 0.000 -0.072
C -0.110 -0.070 0.018
H 0.004 0.001 -0.009
H 0.000 0.006 0.001
Br 0.047 -0.092 0.074
S 0.240 -0.074 -0.037
C -0.287 0.045 0.088
S 0.322 0.321 0.093
C 0.193 -0.232 -0.128
N 0.355 0.052 -0.101
N -0.308 -0.185 -0.133
C 0.253 0.137 0.125
C -0.205 0.007 -0.007
C 0.019 0.039 0.036
C 0.115 -0.013 -0.051
C -0.101 -0.016 0.007
C 0.088 0.004 0.061
S -0.630 -0.515 0.428
H -0.018 -0.045 0.003
H -0.008 0.006 -0.002
H -0.022 -0.021 -0.012
H -0.004 -0.004 -0.003
H 0.079 -0.040 -0.029



Entry 2:
Formula: C32H33Cl2NO2PPdS2
Source: the Open Molecules 2025 dataset
Level of theory: ωB97M-V/def2-TZVPD

Output
Net charge: -1
2S+1: 1
Calculated total energy, eV: -98791.87212
Relative energy (zero: lowest compared OMol25 entry of this formula, charge and spin), eV: 0.327
HOMO energy, Ha: -0.135

Last column: Mulliken charge in e.
Geometry (Å):
Pd -0.3229 -0.3534 0.5649  -0.1237
Cl -2.4519 1.3314 3.4731  -0.1942
C -3.2472 -0.1929 3.1820  0.2755
C -3.6903 -0.8829 4.2969  -0.6195
C -4.3530 -2.0916 4.1471  -0.4709
C -4.5698 -2.5821 2.8701  -0.6789
C -4.1081 -1.8772 1.7721  0.5979
Cl -4.4321 -2.5791 0.2077  -0.2256
C -3.3997 -0.6598 1.8548  -0.4799
S -2.7828 0.1922 0.4774  -0.3680
H -3.5155 -0.4611 5.2777  0.3790
H -4.7011 -2.6391 5.0130  0.3412
H -5.0916 -3.5164 2.7124  0.3780
C -0.3645 -3.4400 -3.6818  -1.5818
C -1.4333 -3.1633 -2.6275  0.4702
C -1.0901 -3.8563 -1.3120  -1.0506
C -1.6309 -1.6629 -2.3754  0.6199
C -1.9974 -0.8223 -3.6070  -0.6802
O -0.8063 -0.0560 -3.8919  -0.4713
C 0.0043 -0.2438 -2.8063  0.4523
N -0.3661 -1.0704 -1.9275  -0.0779
C 1.3029 0.4698 -2.8610  0.4240
C 1.9508 0.4371 -4.0956  -0.9587
C 3.2211 0.9633 -4.2509  -0.7600
C 3.8536 1.5371 -3.1599  -0.7543
C 3.2005 1.5988 -1.9387  -0.3856
C 1.9159 1.0834 -1.7562  -0.4121
P 1.0314 1.2910 -0.1339  2.4614
C 2.4682 1.6544 0.9579  -0.0927
C 3.1914 0.5493 1.4156  -0.6136
C 4.2728 0.7166 2.2652  -0.8039
C 4.6356 1.9888 2.6944  -0.5066
C 3.9102 3.0884 2.2638  -0.6712
C 2.8362 2.9233 1.3950  0.0441
C 0.3378 2.9818 -0.3863  0.0537
C 0.8519 3.9493 -1.2490  0.0309
C 0.2529 5.1972 -1.3496  -0.6245
C -0.8676 5.4948 -0.5844  -0.4728
C -1.3926 4.5353 0.2692  -0.6741
C -0.8000 3.2829 0.3611  -0.2636
H -0.2856 -4.5121 -3.8746  0.4877
H 0.6091 -3.0902 -3.3323  0.2743
H -0.5802 -2.9455 -4.6322  0.3407
H -2.3951 -3.5473 -2.9907  0.3477
H -0.1606 -3.4472 -0.9097  0.1699
H -0.9661 -4.9331 -1.4523  0.4167
H -1.8773 -3.6929 -0.5745  0.0366
H -2.3692 -1.5270 -1.5830  -0.2798
H -2.8036 -0.1193 -3.3947  0.3247
H -2.2447 -1.4102 -4.4919  0.3408
H 1.4459 -0.0261 -4.9331  0.4722
H 3.7138 0.9154 -5.2139  0.3739
H 4.8514 1.9475 -3.2559  0.4181
H 3.7018 2.0679 -1.1019  0.4206
H 2.8831 -0.4503 1.1230  0.5564
H 4.8196 -0.1533 2.6082  0.4241
H 5.4714 2.1186 3.3713  0.3554
H 4.1769 4.0824 2.6032  0.3856
H 2.2797 3.7911 1.0636  0.3058
H 1.7233 3.7282 -1.8535  0.3274
H 0.6594 5.9374 -2.0287  0.3985
H -1.3373 6.4679 -0.6651  0.3523
H -2.2794 4.7491 0.8531  0.4236
H -1.2375 2.5117 0.9874  -0.0904
C -0.8097 -3.1297 2.6229  -0.7330
S 0.3858 -1.9051 2.0660  0.9281
C 0.5344 -1.0687 3.6483  -0.9148
O 1.6596 -2.6699 1.9012  -0.7414
H -0.3649 -3.7147 3.4297  0.4540
H -1.0275 -3.7671 1.7677  0.1877
H -1.7195 -2.6236 2.9462  -0.0229
H -0.4210 -0.6107 3.9028  0.1148
H 1.2875 -0.2932 3.5198  0.1866
H 0.8538 -1.7960 4.3973  0.4458

Cartesian forces, eV/Å:
Pd -0.018 0.076 0.002
Cl 0.009 -0.026 -0.027
C -0.003 -0.035 -0.042
C 0.010 0.020 -0.010
C -0.006 -0.012 0.030
C 0.004 0.004 -0.025
C -0.018 0.011 0.006
Cl 0.007 -0.007 -0.004
C 0.002 0.022 0.043
S 0.006 0.015 0.019
H -0.003 -0.001 0.000
H 0.001 0.002 0.000
H 0.000 -0.001 0.003
C 0.007 -0.009 -0.003
C -0.026 0.033 -0.014
C 0.023 -0.022 0.011
C 0.014 -0.024 0.000
C -0.020 0.005 -0.013
O 0.018 0.003 0.020
C -0.025 -0.018 0.010
N 0.032 0.025 -0.050
C 0.014 -0.028 0.017
C -0.005 0.005 -0.002
C -0.002 0.005 0.000
C -0.001 -0.002 -0.004
C -0.007 -0.005 0.007
C 0.018 0.018 -0.002
P -0.052 -0.001 -0.019
C 0.007 0.000 0.004
C 0.006 0.008 0.007
C -0.001 -0.009 0.000
C 0.001 -0.002 0.004
C -0.007 0.005 -0.003
C 0.010 -0.005 0.002
C 0.026 -0.006 -0.009
C 0.001 0.000 -0.005
C -0.001 -0.004 0.005
C -0.004 0.000 0.007
C -0.003 0.008 0.000
C -0.003 -0.002 -0.002
H 0.000 0.005 -0.001
H 0.000 0.001 0.007
H -0.004 0.002 -0.002
H -0.003 0.000 -0.001
H -0.008 -0.032 0.014
H 0.004 0.004 -0.020
H 0.000 0.012 0.006
H 0.002 -0.004 0.001
H -0.007 -0.008 0.002
H -0.001 -0.001 0.002
H -0.003 0.000 0.000
H 0.002 0.002 0.001
H 0.001 -0.003 -0.004
H 0.002 0.000 0.001
H -0.006 0.002 -0.006
H 0.002 0.003 0.003
H 0.000 -0.002 -0.001
H 0.000 0.000 0.000
H -0.003 0.002 -0.001
H -0.003 0.007 0.001
H 0.002 -0.002 -0.001
H 0.001 0.000 -0.002
H 0.001 0.001 -0.001
H -0.003 -0.006 0.004
C -0.007 -0.024 -0.012
S 0.012 -0.019 0.039
C 0.016 0.016 0.006
O -0.007 0.001 0.006
H 0.002 0.001 -0.002
H -0.008 -0.006 -0.001
H 0.003 -0.001 -0.003
H 0.002 -0.008 -0.007
H 0.004 0.004 0.000
H -0.003 0.006 0.005



Short version: frontier orbital gap = 6.3; 6.4 eV, in the order given.